A 2-piece molecular cluster, C4H10O2 overall. Source: the OMol25 dataset; level of theory: ωB97M-V/def2-TZVPD.

Properties
structure (SMILES) = CCC=O.CO
multiplicity = 1
energy above the lowest of the compared OMol25 structures with the same formula, charge and spin = 38.6 kcal per mole
LUMO level = 0.03537 hartree
frontier orbital gap = 10.974 eV

Element x y z (Å)
C1 2.48 -0.93 -0.33
O1 1.85 0.01 0.51
C2 -0.71 0.61 -0.35
C3 -0.69 0.41 1.12
C4 -2.25 0.50 -0.52
O2 -0.51 -0.66 1.68
H1 1.77 -1.52 -0.92
H2 3.12 -0.38 -1.02
H3 3.09 -1.62 0.25
H4 -0.17 -0.17 -0.89
H5 -0.28 1.58 -0.64
H6 -1.00 1.30 1.69
H7 -2.79 0.40 0.44
H8 -2.47 -0.41 -1.07
H9 -2.67 1.37 -1.01
H10 1.22 -0.49 1.04

Löwdin population analysis, charges in e, atoms 1 to 2: -0.17 -0.15